*one*
Here is the molecule C2H5B from the Open Molecules 2025 dataset. Energies are from the ωB97M-V functional and the def2-TZVPD basis.

Output
- HOMO level (hartree) = -0.3872
- LUMO (eV) = -0.213
- structure (SMILES) = BC=C
- net charge = 0
- M (g mol⁻¹) = 39.87
- orbital gap (Ha) = 0.379
- multiplicity = 1

Cartesian coordinates (Å):
B (-1.36373, 0.09317, -0.00943)
C (0.07386, -0.53792, -0.04865)
C (1.24566, 0.17181, -0.00587)
H (-1.37253, 1.19874, 0.18436)
H (0.34290, -1.54706, -0.22742)
H (-2.48354, -0.39496, -0.04042)
H (2.17744, -0.24162, 0.01218)
H (1.37994, 1.25785, 0.13526)

Atomic partial charges in e from the natural (NBO) method, atoms 1 to 2: 0.42, -0.56


*two*
Here is a 2-piece molecular cluster, C2H5B overall from the Open Molecules 2025 dataset. Energies are from the ωB97M-V functional and the def2-TZVPD basis.

Output
- HOMO level (alpha / beta) (hartree) = -0.2652 / -0.3623
- LUMO (alpha / beta) (eV) = -0.323 / -0.180
- net charge = 0
- M (g mol⁻¹) = 39.87
- orbital gap (alpha / beta) (Ha) = 0.253 / 0.356
- multiplicity = 1

Cartesian coordinates (Å):
B (1.18819, -0.78365, -0.13277)
C (-1.41843, -0.30206, -0.14754)
C (-0.14368, -0.45830, 0.26497)
H (2.08911, -1.56458, -0.07587)
H (1.05839, 2.13838, 0.20172)
H (-2.20048, 0.21575, 0.49425)
H (-1.83935, -0.69585, -1.15836)
H (0.00051, -0.01039, 1.31754)

Atomic partial charges in e from the natural (NBO) method, atoms 1 to 2: 0.60, -0.36


*one* is the most stable structure; the next one sits 0.1642 hartree above it.


*one*
Here is CH3Co2FNO6P as an isolated structure from the Open Molecules 2025 dataset. Energies are from the ωB97M-V functional and the def2-TZVPD basis.

Output
- HOMO level (alpha / beta) (hartree) = -0.3352 / -0.3352
- LUMO (alpha / beta) (eV) = -1.502 / -1.523
- net charge = 0
- expectation value of S² = 12.015
- M (g mol⁻¹) = 292.87
- orbital gap (alpha / beta) (Ha) = 0.280 / 0.279
- multiplicity = 7

Cartesian coordinates (Å):
Co (7.91099, -5.04996, 0.53354)
Co (8.07719, -5.01430, 3.54198)
P (7.23820, -2.96552, 2.10819)
O (5.97973, -2.29153, 1.78128)
O (6.80077, -4.57375, 2.09635)
O (7.89281, -3.06436, 3.52699)
O (8.29291, -3.17984, 0.95727)
F (9.15883, -5.68700, 1.93426)
C (11.00659, -7.80549, 3.95061)
N (9.58136, -7.95781, 4.31279)
O (8.91453, -6.93014, 4.32174)
O (9.16320, -9.03767, 4.61776)
H (11.08091, -7.62727, 2.88135)
H (11.51250, -8.72935, 4.20731)
H (11.42419, -6.97597, 4.51097)

Atomic partial charges in e from the natural (NBO) method, atoms 1 to 2: 1.54, 1.57


*two*
Here is CH3Co2FNO6P as an isolated structure from the Open Molecules 2025 dataset. Energies are from the ωB97M-V functional and the def2-TZVPD basis.

Output
- HOMO level (alpha / beta) (hartree) = -0.3089 / -0.3120
- LUMO (alpha / beta) (eV) = -1.978 / -2.026
- net charge = 0
- expectation value of S² = 12.018
- M (g mol⁻¹) = 292.87
- orbital gap (alpha / beta) (Ha) = 0.236 / 0.238
- multiplicity = 7

Cartesian coordinates (Å):
Co (1.15219, -2.74220, 0.38822)
Co (-0.61865, -0.65669, -1.17181)
P (1.71603, -1.31917, -2.01927)
O (2.05018, -2.23484, -3.17309)
O (0.42108, -2.20063, -1.61235)
O (0.89533, 0.01151, -2.15142)
O (2.37836, -1.60370, -0.63020)
F (-0.15033, -1.20481, 0.72280)
C (-0.67308, 1.88235, 1.80303)
N (-1.73589, 1.52859, 0.84096)
O (-2.87216, 1.60190, 1.20857)
O (-1.38251, 1.13173, -0.25596)
H (-0.14706, 2.71263, 1.33731)
H (0.00729, 1.03644, 1.90593)
H (-1.04078, 2.05687, 2.80728)

Atomic partial charges in e from the natural (NBO) method, atoms 1 to 2: 1.54, 1.54


*one* is the most stable structure; the next one sits 0.0469 hartree above it.


*one*
Here is H23O12 as an isolated structure from the Open Molecules 2025 dataset. Energies are from the ωB97M-V functional and the def2-TZVPD basis.

Output
- HOMO level (hartree) = -0.2667
- LUMO (eV) = 2.646
- net charge = -1
- M (g mol⁻¹) = 215.17
- orbital gap (Ha) = 0.364
- multiplicity = 1

Cartesian coordinates (Å):
O (2.31472, -0.60261, 1.79733)
H (1.95988, -0.10064, 2.54616)
H (1.71930, -0.30125, 1.07420)
O (-0.44698, 1.88610, 4.76364)
H (0.39572, 1.42932, 4.74606)
H (-0.78045, 1.69836, 3.84317)
O (-2.20292, -1.86555, -3.11754)
H (-3.13944, -2.05543, -3.01756)
O (-4.04708, -3.05103, 0.29551)
H (-3.39339, -2.32723, 0.18137)
H (-3.51229, -3.84213, 0.27996)
O (-1.40586, 1.06043, 0.01762)
H (-1.89040, 1.76765, -0.39958)
H (-1.35178, -0.76855, 0.27142)
O (1.49869, -3.87064, 0.73830)
H (2.28035, -3.32210, 0.68311)
H (-1.96999, -0.92649, -2.93648)
O (1.20938, 3.11408, -0.04319)
H (0.68295, 2.37764, 0.23230)
H (1.89747, 2.81626, -0.63426)
O (-1.71680, -1.69263, 0.10814)
H (-1.35238, -1.59721, -0.83243)
H (0.81501, -3.37531, 0.24661)
O (0.45190, 0.25592, -1.42167)
H (-0.55546, 0.49647, -0.75719)
H (0.22974, -0.35304, -2.14321)
O (3.68616, 0.95132, -2.04792)
H (3.46241, 0.09329, -1.69117)
H (3.03986, 1.19827, -2.71683)
O (0.77685, 2.45174, -3.06296)
H (0.00671, 2.88650, -2.69789)
H (0.88078, 1.73364, -2.38120)
O (0.01254, 1.32018, 2.22496)
H (-0.46268, 0.88196, 1.45085)
H (-0.28219, 2.26054, 2.31452)

Atomic partial charges in e from the natural (NBO) method, atoms 1 to 2: -0.96, 0.48


*two*
Here is H23O12 as an isolated structure from the Open Molecules 2025 dataset. Energies are from the ωB97M-V functional and the def2-TZVPD basis.

Output
- HOMO level (hartree) = -0.2286
- LUMO (eV) = 2.562
- net charge = -1
- M (g mol⁻¹) = 215.17
- orbital gap (Ha) = 0.323
- multiplicity = 1

Cartesian coordinates (Å):
O (0.56520, -0.41718, -3.40379)
H (0.29192, 2.24463, 1.59912)
H (3.90507, 0.31746, -0.76433)
O (-1.47397, 0.33439, -1.49961)
H (-1.54064, 0.14288, -0.30082)
H (-2.41296, 0.68218, -1.75564)
O (-2.72197, -2.06712, 1.51261)
H (-2.56935, -2.40849, 0.58750)
O (4.18530, 1.08871, -0.21942)
H (2.41326, 2.61942, -2.93603)
H (3.69146, 0.74589, 0.52432)
O (-0.07550, 1.68203, 2.16885)
H (1.08448, 4.15049, 0.96057)
H (1.87165, -0.59449, 1.39266)
O (-2.88725, -1.67683, -2.51565)
H (-3.96261, -0.22895, 1.99969)
H (-2.18072, -1.31276, 1.38923)
O (2.67607, 2.73367, -1.96510)
H (2.76336, 1.94791, -1.56332)
H (-2.12806, -1.13780, -2.16075)
O (2.10645, -3.79687, 0.46193)
H (2.13249, -4.20540, 1.30923)
H (1.36866, -3.21684, 0.46777)
O (1.19895, 3.25411, 0.56416)
H (2.08647, 3.15801, 0.89347)
H (3.09545, -1.48941, 1.06077)
O (-4.38314, -0.54281, 2.77719)
H (0.35101, -0.31559, -2.57672)
H (-2.37270, 0.71667, 1.30961)
O (-1.82936, 0.05543, 1.05084)
H (-3.58149, -1.01508, 3.13210)
H (-3.64497, -1.09239, -2.18122)
O (2.67206, -0.70915, 0.89377)
H (-0.35377, -0.62426, -3.86527)
H (-0.34085, 0.97754, 1.65228)

Atomic partial charges in e from the natural (NBO) method, atoms 1 to 2: -0.94, 0.46


*three*
Here is a 12-piece molecular cluster, H23O12 overall from the Open Molecules 2025 dataset. Energies are from the ωB97M-V functional and the def2-TZVPD basis.

Output
- HOMO level (hartree) = -0.2643
- LUMO (eV) = 3.048
- net charge = -1
- M (g mol⁻¹) = 215.17
- orbital gap (Ha) = 0.376
- multiplicity = 1

Cartesian coordinates (Å):
O (0.52923, -0.25817, -0.11551)
H (-0.15677, 0.22383, 0.36549)
O (0.08923, 1.12183, -2.62151)
H (0.20823, 0.56283, -1.82051)
H (-0.09977, 1.97383, -2.25551)
O (-2.17577, -0.30217, -2.25951)
H (-1.59177, -1.05917, -2.01951)
H (-3.03177, -0.44417, -1.81751)
O (2.56723, -0.55217, -1.60351)
H (2.80223, -1.46317, -1.77051)
H (1.77223, -0.54317, -1.02351)
O (-2.00677, 1.31383, -0.04451)
H (-1.69877, 0.77983, -0.77351)
H (-2.83277, 1.71883, -0.42051)
O (2.06123, -2.23217, 1.14449)
H (1.62923, -1.62117, 0.58949)
H (2.84923, -1.75717, 1.32349)
O (1.74423, 0.43083, 2.31549)
H (1.41723, 0.13283, 1.43749)
H (1.79323, -0.32517, 2.91849)
O (-0.27477, -2.05717, -1.92651)
H (0.13623, -1.45817, -1.27851)
H (0.11423, -1.72717, -2.73151)
O (-0.76877, -2.10217, 1.32349)
H (-0.23077, -1.57717, 0.73249)
H (-0.04577, -2.53317, 1.79449)
O (-2.78977, -0.22517, 2.01249)
H (-2.52177, 0.44383, 1.36049)
H (-2.19577, -0.96517, 1.86549)
O (-0.60477, 3.00783, 1.98749)
H (-0.49277, 2.43083, 2.71749)
H (0.07623, 2.72783, 1.39749)
O (1.48623, 2.30283, 0.01049)
H (1.19423, 1.36883, -0.08851)
H (1.04923, 2.66283, -0.72551)

Atomic partial charges in e from the natural (NBO) method, atoms 1 to 2: -1.29, 0.50


*three* is the most stable structure; the next one sits 0.0236 hartree above it.


*one*
Here is the molecule C7H12N2O5 from the Open Molecules 2025 dataset. Energies are from the ωB97M-V functional and the def2-TZVPD basis.

Output
- HOMO level (hartree) = -0.3702
- LUMO (eV) = -0.095
- structure (SMILES) = C[C@H](N)C(=O)N[C@@H](CC(=O)O)C(=O)O
- net charge = 0
- M (g mol⁻¹) = 204.18
- orbital gap (Ha) = 0.367
- multiplicity = 1

Cartesian coordinates (Å):
C (-1.18559, 2.02510, 0.02970)
C (-0.62059, 0.77920, -0.51871)
C (-0.18362, 2.83132, 0.90865)
C (0.21823, -1.45187, -0.15203)
C (-0.00001, -2.58390, 0.88402)
C (1.73881, -1.15759, -0.38031)
C (2.12397, -1.58453, -1.79345)
H (-2.12215, 1.28237, 1.60544)
H (-2.91600, 1.00029, 0.25811)
H (-1.48356, 2.69845, -0.81435)
H (0.71600, 3.05516, 0.34396)
H (0.19203, 2.26012, 1.78131)
H (-0.68525, 3.76193, 1.25954)
H (-0.29049, -0.04729, 1.29259)
H (-0.20539, -1.86735, -1.08369)
H (2.01678, -0.13589, -0.14628)
H (2.29150, -1.80482, 0.30528)
H (1.08031, -0.11553, -2.42528)
H (-1.49462, -1.62568, 1.37671)
N (-2.40126, 1.75049, 0.75639)
N (-0.48511, -0.28317, 0.30961)
O (-0.35602, 0.70628, -1.72971)
O (0.77972, -3.51523, 1.03967)
O (2.83092, -2.54883, -1.94114)
O (1.53663, -0.94086, -2.77805)
O (-1.09526, -2.48817, 1.61203)

Atomic partial charges in e from the natural (NBO) method, atoms 1 to 2: -0.15, 0.69


*two*
Here is the molecule C7H12N2O5 from the Open Molecules 2025 dataset. Energies are from the ωB97M-V functional and the def2-TZVPD basis.

Output
- HOMO level (hartree) = -0.3544
- LUMO (eV) = 0.216
- structure (SMILES) = N[C@@H](CCC(=O)O)C(=O)NCC(=O)O
- net charge = 0
- M (g mol⁻¹) = 204.18
- orbital gap (Ha) = 0.362
- multiplicity = 1

Cartesian coordinates (Å):
C (1.01163, -1.50717, 0.08999)
C (-0.57625, -1.49564, -0.06294)
C (1.42741, -0.30514, -0.67634)
C (1.79443, 0.97448, 0.01476)
C (0.86811, 2.10869, -0.32503)
C (-2.62227, -0.57516, 0.86149)
C (-2.74221, 0.59526, -0.25557)
H (1.68874, -3.39627, 0.22123)
H (2.79582, -2.43146, -0.22475)
H (1.36001, -1.29076, 1.07364)
H (0.57021, -0.05558, -1.45226)
H (2.13487, -0.40332, -1.63610)
H (2.84146, 1.51423, -0.29980)
H (1.84862, 0.91909, 1.08446)
H (0.73215, 3.83732, 0.36051)
H (-0.84978, -0.51707, 1.86568)
H (-3.03545, -0.27990, 1.76290)
H (-3.00050, -1.43878, 0.40624)
H (-1.53999, 2.04667, -0.53902)
N (1.78342, -2.64024, -0.46274)
N (-1.20690, -0.97213, 1.02402)
O (-1.10594, -2.06407, -1.07888)
O (0.13904, 2.22618, -1.32023)
O (1.19574, 3.05263, 0.61039)
O (-3.59940, 0.62021, -1.17624)
O (-1.91299, 1.47794, 0.13461)

Atomic partial charges in e from the natural (NBO) method, atoms 1 to 2: -0.15, 0.67


*one* is the most stable structure; the next one sits 0.0844 hartree above it.


*one*
Here is the molecule C8H8O2SSi from the Open Molecules 2025 dataset. Energies are from the ωB97M-V functional and the def2-TZVPD basis.

Output
- HOMO level (hartree) = -0.3401
- LUMO (eV) = -0.832
- structure (SMILES) = O=S1(=O)C([SiH3])=Cc2ccccc21
- net charge = 0
- M (g mol⁻¹) = 196.30
- orbital gap (Ha) = 0.310
- multiplicity = 1

Cartesian coordinates (Å):
C (3.12606, -0.23448, -0.25037)
C (2.89391, -1.57126, -0.00020)
C (2.10988, 0.68860, -0.13412)
C (1.62298, -2.01499, 0.16002)
C (0.76506, 0.24904, 0.03396)
C (0.60688, -1.16407, 0.14524)
C (-0.49117, 0.88836, -0.01997)
C (-1.63354, 0.14565, 0.02392)
O (-1.46959, -2.09012, -1.17331)
O (-1.58914, -2.27812, 1.19149)
Si (-3.44694, 0.44968, -0.06457)
S (-1.13250, -1.53998, 0.08374)
H (4.11953, 0.17128, -0.10221)
H (3.62510, -2.32748, -0.26260)
H (2.32216, 1.74221, -0.26851)
H (1.37588, -3.07856, 0.31813)
H (-0.73637, 1.96095, 0.01962)
H (-4.11321, 0.67522, 1.32896)
H (-4.19946, -0.45657, -1.01528)
H (-3.37490, 1.80305, -0.50058)

Atomic partial charges in e from the natural (NBO) method, atoms 1 to 2: -0.21, -0.19


*two*
Here is a 2-piece molecular cluster, C8H8O2SSi overall from the Open Molecules 2025 dataset. Energies are from the ωB97M-V functional and the def2-TZVPD basis.

Output
- HOMO level (alpha / beta) (hartree) = -0.3093 / -0.3273
- LUMO (alpha / beta) (eV) = -0.023 / -1.827
- net charge = 0
- M (g mol⁻¹) = 196.30
- orbital gap (alpha / beta) (Ha) = 0.308 / 0.260
- multiplicity = 1

Cartesian coordinates (Å):
C (0.40994, -1.96723, -0.47354)
C (0.65254, -2.14042, -2.82518)
C (-0.16013, -1.75216, -1.83627)
C (1.76486, -2.52910, -0.52724)
C (-1.56672, -0.20699, -0.90234)
C (0.32024, -0.94293, 3.03532)
C (-0.37235, -0.20757, 2.16730)
C (0.08122, 5.04283, 0.10420)
O (-2.56567, 0.45787, -0.85708)
O (-1.32336, -1.04831, -1.94968)
Si (-0.09297, -0.26970, 0.32942)
S (2.14539, -2.77969, -2.14856)
H (-0.18499, -2.67086, 0.12283)
H (0.51977, -2.08820, -3.88658)
H (0.15575, -0.87554, 4.09697)
H (1.07513, -1.63897, 2.71166)
H (-1.09611, 0.50224, 2.53376)
H (-0.63938, 5.72621, -0.28701)
H (1.02322, 4.92012, -0.38354)
H (-0.14641, 4.46838, 0.97557)

Atomic partial charges in e from the natural (NBO) method, atoms 1 to 2: -0.84, -0.48


*one* is the most stable structure; the next one sits 0.1561 hartree above it.


*one*
Here is a 2-piece molecular cluster, CH6NOS overall from the Open Molecules 2025 dataset. Energies are from the ωB97M-V functional and the def2-TZVPD basis.

Output
- HOMO level (hartree) = -0.1320
- LUMO (eV) = 4.098
- net charge = -1
- M (g mol⁻¹) = 80.13
- orbital gap (Ha) = 0.283
- multiplicity = 1

Cartesian coordinates (Å):
N (-1.55221, 1.21637, 0.04558)
C (-0.34474, 0.47423, 0.48516)
O (-0.32390, -0.83867, 0.16554)
H (-1.62495, 1.09999, -0.95129)
H (-2.30474, 0.66635, 0.43940)
H (0.52507, 1.02425, 0.06444)
H (-0.30066, 0.62222, 1.58602)
S (2.33139, -0.92314, -0.87378)
H (0.96130, -1.12414, -0.30223)
H (2.63345, -2.21747, -0.65883)

Atomic partial charges in e from the natural (NBO) method, atoms 1 to 2: -0.88, 0.11


*two*
Here is a 2-piece molecular cluster, CH6NOS overall from the Open Molecules 2025 dataset. Energies are from the ωB97M-V functional and the def2-TZVPD basis.

Output
- HOMO level (hartree) = -0.0986
- LUMO (eV) = 3.779
- net charge = -1
- M (g mol⁻¹) = 80.13
- orbital gap (Ha) = 0.237
- multiplicity = 1

Cartesian coordinates (Å):
S (-1.23110, -2.75218, -1.03710)
H (-2.16955, -2.58544, -1.97624)
N (0.55984, -0.24923, 0.68669)
C (0.84323, 0.92746, -0.02275)
O (-0.12181, 1.86412, 0.21959)
H (0.34985, -0.29921, 1.76449)
H (0.03971, -0.95138, 0.30400)
H (1.79419, 1.66319, 0.18617)
H (0.73229, 0.64929, -1.06989)
H (-0.79665, 1.73337, 0.94505)

Atomic partial charges in e from the natural (NBO) method, atoms 1 to 2: -1.07, 0.09


*one* is the most stable structure; the next one sits 0.0283 hartree above it.